Record 1
The following is a DFT calculation (ωB97M-V/def2-TZVPD) of one molecule with the formula C2H5Cl3OSi in a non-equilibrium geometry.

The calculation puts the relative energy (zero: lowest compared OMol25 entry of this formula, charge and spin) at 1.727 eV. Its net charge is 0. Its SMILES is C[C@@H](O)[Si](Cl)(Cl)Cl. The calculation puts the frontier orbital gap at 10.73 eV. For the LUMO energy, the calculation gives 0.525 eV.

```
12
C2H5Cl3OSi ωB97M-V/def2-TZVPD
C -0.90176 -0.99550 -0.58118
C 0.00199 0.21159 -0.57829
O -0.76837 1.50989 -0.54222
Si 1.29734 0.33225 0.85485
Cl 2.41788 2.00137 0.55247
Cl 0.07231 0.44724 2.40837
Cl 2.38844 -1.34827 1.07650
H -1.52656 -0.92564 0.38998
H -0.42718 -2.06204 -0.44684
H -1.45581 -0.96813 -1.44737
H 0.41688 0.26609 -1.65040
H -1.51517 1.53115 -0.03588
```



Record 2
The following is a DFT calculation (ωB97M-V/def2-TZVPD) of C2H5Cl3P2 as an isolated structure in a non-equilibrium geometry.

The calculation puts the relative energy (zero: lowest compared OMol25 entry of this formula, charge and spin) at 1.601 eV. Its net charge is 0. The calculation puts the frontier orbital gap at 9.78 eV. For the LUMO energy, the calculation gives 0.463 eV.

```
12
C2H5Cl3P2 ωB97M-V/def2-TZVPD
C 0.55548 0.35959 1.90703
C -0.48915 0.05223 2.66140
P 1.45619 -0.54709 0.62499
P -1.90867 -0.49815 -0.44265
Cl 1.28750 1.89765 1.74184
Cl -0.93551 1.00359 4.02621
Cl -1.25692 -1.43888 2.43026
H -0.84178 0.26730 -0.29649
H 2.57465 -0.67505 1.46536
H 1.23865 -1.74997 1.14970
H -1.14888 -1.44745 -1.12437
H -2.38113 0.29189 -1.76684
```



Record 3
The following is a DFT calculation (ωB97M-V/def2-TZVPD) of a 2-piece molecular cluster, C2H5Cl3Si overall in a non-equilibrium geometry.

As for the spin multiplicity: 3. The calculation puts the relative energy (zero: lowest compared OMol25 entry of this formula, charge and spin) at 0.251 eV. Its net charge is 0. The calculation puts the frontier orbital gap (alpha / beta) at 8.71 / 6.56 eV. For the LUMO energy (alpha / beta), the calculation gives 0.719 / -4.126 eV.

```
11
C2H5Cl3Si ωB97M-V/def2-TZVPD
C -0.87982 0.73711 0.59372
C -0.42972 -0.18004 -0.43930
Si 1.47325 -0.23085 -0.51424
Cl -2.37457 1.65688 0.24268
Cl -1.50636 -0.54562 -1.65886
Cl -0.56375 -2.38921 0.87449
H -1.15612 0.34113 1.60654
H -0.04174 1.39926 0.81652
H 1.76931 0.00698 0.87925
H 1.81650 -1.61015 -0.95772
H 1.89301 0.81450 -1.44308
```